(1)
DFT (ωB97M-V/def2-TZVPD) results for the molecule C9H10NP in a non-equilibrium geometry.

Output
Energy relative to the best compared isomer or geometry (same formula, charge and spin) (kcal per mole): 81.4
SMILES string: C=C[C@@H](/C=C\C=C=N)CC#P
Highest occupied orbital energy (Eh): -0.292
Kohn-Sham gap (Ha): 0.31842
Total energy (eV): -20268.767

```
! wB97M-V def2-TZVPD RIJCOSX def2/J DEFGRID3
* xyz 0 1
C 0.24410 1.65351 -1.79330
C 0.17040 0.37541 -1.40571
C -1.11599 -0.20241 -0.83089
C -0.80292 -1.32691 0.10152
C 0.34097 -1.53202 0.77125
C 1.54706 -0.68407 0.81840
C 2.60826 -0.87280 1.54531
N 3.70193 -1.07042 1.98548
C -2.25691 0.75721 -0.33330
C -1.95036 1.18691 0.99813
P -1.40398 1.67022 2.36906
H 1.08854 2.15702 -2.27584
H -0.43280 2.40415 -1.34855
H 0.99809 -0.44691 -1.77409
H -1.53214 -0.72481 -1.66612
H -1.47301 -2.16096 0.14359
H 0.36524 -2.47904 1.25420
H 1.44886 0.14395 0.12554
H 4.06832 -0.75087 2.86722
H -3.29245 0.21088 -0.47938
H -2.32120 1.69195 -1.07253
*
```

Löwdin population analysis, charges in e, atoms 1 to 2:
1 C -0.003
2 C -0.187

(2)
DFT (ωB97M-V/def2-TZVPD) results for the ion C6H14NO with charge +1 in a non-equilibrium geometry.

Output
Energy relative to the best compared isomer or geometry (same formula, charge and spin) (kcal per mole): 17.8
SMILES string: C/C=C/C[C@H]([NH3+])CO
Highest occupied orbital energy (Eh): -0.468
Kohn-Sham gap (Ha): 0.34485
Total energy (eV): -9979.471

```
! wB97M-V def2-TZVPD RIJCOSX def2/J DEFGRID3
* xyz 1 1
C -3.44676 -1.41465 1.18439
C -2.45709 -0.29124 1.02397
C -1.18715 -0.52429 0.74005
C -0.09866 0.54095 0.76159
C 1.11904 0.16335 -0.02821
N 2.28573 1.03221 0.35628
C 0.92582 0.24530 -1.52331
O 2.17971 0.07098 -2.12359
H -3.20470 -2.23347 0.50026
H -3.39011 -1.77087 2.21821
H -4.48276 -1.12092 1.12081
H -2.83536 0.69011 1.30218
H -0.82488 -1.52320 0.49658
H 0.16117 0.62014 1.82045
H -0.50968 1.47262 0.37114
H 1.42533 -0.86694 0.18084
H 2.38549 1.05817 1.37414
H 2.14806 1.99433 0.05467
H 3.13994 0.63292 -0.03532
H 0.16382 -0.49822 -1.75331
H 0.38940 1.18550 -1.75193
H 2.11143 -0.39202 -2.96525
*
```

Löwdin population analysis, charges in e, atoms 1 to 2:
1 C -0.088
2 C -0.142

(3)
DFT (ωB97M-V/def2-TZVPD) results for a structure of composition C3HO2Tb in a non-equilibrium geometry.

Output
Energy relative to the best compared isomer or geometry (same formula, charge and spin) (kcal per mole): 0.0
Highest occupied orbital energy (spin up / spin down) (Eh): -0.710 / -0.674
Kohn-Sham gap (spin up / spin down) (Ha): 0.34451 / 0.22943
Total energy (eV): -29631.802
<S²>: 13.037

```
! wB97M-V def2-TZVPD RIJCOSX def2/J DEFGRID3
* xyz 2 7
H 1.86741 -0.14267 0.04152
C 0.79865 -0.14745 0.27109
C -0.17655 0.47218 -0.40802
O 0.27613 -1.26272 0.89342
Tb -0.36807 2.65793 -1.46527
O -1.34213 -0.27687 -0.05673
C -1.05543 -1.30040 0.72399
*
```

Löwdin population analysis, charges in e, atoms 1 to 2:
1 H 0.163
2 C -0.072

(4)
DFT (ωB97M-V/def2-TZVPD) results for a cluster of 2 separate species, C11H22Br2F5N3O in total.

Output
SMILES string: NCN[C@@H](CCCC(F)(F)C(F)(F)F)COCN.BrCCBr
Highest occupied orbital energy (Eh): -0.332
Kohn-Sham gap (Ha): 0.34753
Total energy (eV): -171954.122

```
! wB97M-V def2-TZVPD RIJCOSX def2/J DEFGRID3
* xyz 0 1
N 2.43498 2.25836 1.66119
C 1.90660 1.26243 2.60519
N 0.47727 0.96929 2.45414
C 0.18698 -0.27408 1.72772
C -1.23630 -0.82462 2.01281
C -1.90240 -0.42738 3.33350
C -2.46504 0.99721 3.46397
C -3.72045 1.30658 2.64928
F -4.35956 0.18058 2.21439
F -4.61829 2.00758 3.40787
C -3.49010 2.19657 1.39763
F -2.65930 1.60971 0.52310
F -2.93739 3.36185 1.75432
F -4.63017 2.45379 0.76675
C 0.46886 -0.19439 0.21316
O 1.65092 -0.94773 -0.07326
C 1.86734 -1.14844 -1.44626
N 2.11214 0.10550 -2.15215
H 3.13670 1.85949 1.05225
H 1.71130 2.66304 1.08385
H 2.08452 1.61608 3.62768
H 2.46562 0.32810 2.47659
H 0.04005 1.74357 1.96357
H 0.90531 -1.01143 2.10678
H -1.14817 -1.92003 2.02417
H -1.90703 -0.60187 1.17680
H -2.73195 -1.12541 3.50530
H -1.20197 -0.57513 4.16443
H -2.75239 1.16067 4.51020
H -1.71933 1.75907 3.23421
H 0.63061 0.84659 -0.09110
H -0.36290 -0.60705 -0.37597
H 0.98165 -1.62010 -1.90169
H 2.71334 -1.84687 -1.50576
H 1.91537 -0.00901 -3.14051
H 3.09384 0.35233 -2.07979
Br 2.82422 -0.35382 -5.86152
C 1.32621 -1.54936 -6.19856
C 1.63182 -2.96590 -5.78945
Br 2.87798 -3.82478 -7.00674
H 1.10070 -1.46750 -7.25681
H 0.49340 -1.15831 -5.61779
H 0.72603 -3.56750 -5.81202
H 2.07898 -3.01767 -4.80147
*
```

Löwdin population analysis, charges in e, atoms 1 to 2:
1 N 0.013
2 C -0.280

(5)
DFT (ωB97M-V/def2-TZVPD) results for the ion C8H11BrNO with charge +1 in a non-equilibrium geometry.

Output
Energy relative to the best compared isomer or geometry (same formula, charge and spin) (kcal per mole): 5.5
SMILES string: CC(C)[n+]1cc(Br)ccc1O
Highest occupied orbital energy (Eh): -0.483
Kohn-Sham gap (Ha): 0.30894
Total energy (eV): -82045.371

```
! wB97M-V def2-TZVPD RIJCOSX def2/J DEFGRID3
* xyz 1 1
C 1.90417 0.40919 0.17217
C 0.76721 -0.45190 -0.06534
C 0.71866 -0.97534 -1.59152
N -0.49191 0.28144 0.28192
C -0.91566 1.37368 -0.29169
C -2.15971 1.96319 -0.15417
Br -2.47281 3.76897 -0.83825
C -3.15570 1.45303 0.61174
C -2.89324 0.22050 1.35308
C -1.73270 -0.40641 1.35382
O -1.20197 -1.44848 1.85154
H 2.23049 0.33792 1.14695
H 1.66363 1.44151 -0.05173
H 2.64419 0.06962 -0.41943
H 0.84294 -1.26304 0.61387
H 1.63818 -1.65448 -1.69846
H 0.69100 -0.07267 -2.28364
H -0.21895 -1.55156 -1.79923
H -0.22370 1.88521 -0.96259
H -4.23094 1.92020 0.69292
H -3.79220 -0.13372 1.93902
H -1.70029 -1.87322 2.53883
*
```

Löwdin population analysis, charges in e, atoms 1 to 2:
1 C -0.039
2 C -0.356

(6)
DFT (ωB97M-V/def2-TZVPD) results for a cluster of 12 separate species, C83H163N7O17 in total in a non-equilibrium geometry.

Output
SMILES string: CC1(C)CCCC(C)(C)N1O.CC1(C)CCCC(C)(C)N1O.CC1(C)CCCC(C)(C)N1O.CC1(C)CCCC(C)(C)N1O.CC1(C)CCCC(C)(C)N1O.CC1(C)CCCC(C)(C)N1O.CC1(C)CCCC(C)(C)N1O.O=C1CCCO1.O=C1CCCO1.O=C1CCCO1.O=C1CCCO1.O=C1CCCO1
Highest occupied orbital energy (Eh): -0.290
Kohn-Sham gap (Ha): 0.28433
Total energy (eV): -133937.600

```
! wB97M-V def2-TZVPD RIJCOSX def2/J DEFGRID3
* xyz 0 1
C 6.38370 -3.88043 8.19893
C 7.44178 -3.01015 7.43946
C 8.60788 -2.65601 8.33768
C 7.97046 -3.95030 6.30593
C 6.96978 -4.21549 5.12669
C 6.54418 -2.81840 4.55269
C 5.97356 -1.76892 5.61286
C 5.92431 -0.48004 4.91835
C 4.53984 -2.08940 6.04531
N 6.85951 -1.73933 6.80690
O 6.58870 -0.78202 7.77946
H 6.84966 -4.62324 8.84641
H 5.82451 -3.32097 8.94886
H 5.69680 -4.42246 7.54893
H 8.30842 -1.94233 9.10520
H 9.07529 -3.51055 8.82696
H 9.37881 -2.22039 7.70207
H 8.85214 -3.44344 5.91372
H 8.21931 -4.93574 6.69974
H 7.41106 -4.83090 4.34270
H 6.14033 -4.87029 5.39383
H 5.74180 -2.94456 3.82580
H 7.37507 -2.34281 4.03159
H 6.82986 -0.21471 4.37274
H 5.59400 0.39648 5.47578
H 5.17102 -0.49956 4.13078
H 3.83289 -1.92102 5.23293
H 4.33930 -1.48249 6.92822
H 4.39131 -3.13406 6.31867
H 7.35726 -0.20744 7.75162
C -4.47015 -8.48954 2.92719
C -3.93776 -7.82514 4.21459
C -4.60904 -6.44575 4.31748
C -4.31058 -8.79561 5.33534
C -3.67624 -8.49083 6.65847
C -2.09895 -8.35550 6.56795
C -1.66946 -7.41195 5.43669
C -1.80044 -5.92842 5.99103
C -0.23325 -7.83707 5.12520
N -2.41584 -7.73578 4.19014
O -2.02278 -7.06841 3.11755
H -5.52321 -8.76818 2.96643
H -4.30861 -7.87094 2.04438
H -3.90542 -9.35783 2.58770
H -4.20447 -5.77548 3.55908
H -5.69639 -6.47003 4.24553
H -4.32654 -5.90002 5.21776
H -5.39313 -8.89594 5.41361
H -3.86780 -9.76836 5.12129
H -4.09481 -7.53575 6.97586
H -3.99133 -9.16689 7.45331
H -1.66386 -9.33418 6.36550
H -1.66266 -8.00062 7.50165
H -2.74117 -5.72409 6.50228
H -1.72569 -5.10773 5.27759
H -1.11391 -5.58184 6.76348
H 0.24581 -7.20221 4.37985
H -0.10514 -8.87955 4.83376
H 0.45195 -7.68110 5.95844
H -1.36381 -7.61663 2.68532
C -9.10263 1.64506 3.78469
C -8.54411 0.93720 2.47848
C -7.39666 -0.04824 2.84380
C -9.66771 -0.01308 1.90866
C -10.73551 0.75255 1.08459
C -9.98377 1.52823 -0.03554
C -8.80899 2.46894 0.32535
C -7.89233 2.56789 -0.95300
C -9.35825 3.87208 0.69618
N -8.03415 1.85911 1.46421
O -7.05644 2.69496 1.94231
H -8.40307 2.41068 4.12017
H -9.90698 2.32438 3.50245
H -9.31251 0.98247 4.62436
H -6.93120 -0.33307 1.90024
H -6.70115 0.43580 3.52942
H -7.92320 -0.90568 3.26290
H -9.26259 -0.74741 1.21244
H -10.23144 -0.46080 2.72711
H -11.31576 -0.02719 0.59125
H -11.40110 1.29787 1.75371
H -10.75352 2.01737 -0.63247
H -9.63925 0.80206 -0.77181
H -7.15216 3.36563 -0.89092
H -8.42738 2.89574 -1.84425
H -7.35660 1.63946 -1.15072
H -10.11190 4.13179 -0.04723
H -8.52165 4.53093 0.92879
H -9.87871 3.89416 1.65365
H -7.56560 3.39062 2.36473
C -2.31239 2.72171 9.68822
C -0.85588 2.21241 9.71343
C -0.91720 0.77567 10.42433
C -0.28865 2.08585 8.32015
C 0.31597 3.28994 7.63896
C 1.31559 3.95663 8.54173
C 0.77164 4.26216 9.94195
C 2.00976 4.45332 10.88311
C -0.06735 5.53360 9.94499
N 0.03875 3.09070 10.43967
O -0.36344 3.26172 11.80025
H -3.09851 2.10428 9.25359
H -2.73521 3.01046 10.65049
H -2.42944 3.72058 9.26791
H -1.66445 0.20385 9.87410
H 0.09124 0.36509 10.47489
H -1.13287 0.94984 11.47849
H 0.26384 1.18600 8.04977
H -1.18673 1.93109 7.72218
H 0.76881 2.97414 6.69912
H -0.48093 3.98372 7.37118
H 1.51212 4.92562 8.08288
H 2.26990 3.43557 8.46499
H 1.64612 4.44596 11.91064
H 2.64661 5.27070 10.54487
H 2.57864 3.52493 10.83264
H 0.61926 6.35274 9.73128
H -0.53916 5.71599 10.91050
H -0.90721 5.53636 9.25019
H 0.07265 2.58599 12.32448
C -1.40886 10.89545 -1.43014
C -0.44143 9.83544 -0.90169
C -0.69668 9.56786 0.62365
C -0.57822 8.44667 -1.57909
C 0.03293 8.23257 -2.94630
C 1.48119 8.57973 -2.89866
C 1.74275 10.04259 -2.48161
C 3.23351 9.94332 -2.20458
C 1.40287 10.98776 -3.64921
N 0.95297 10.24980 -1.19028
O 1.22324 11.44796 -0.53479
H -1.34594 11.03472 -2.50937
H -2.43556 10.60590 -1.20614
H -1.17621 11.84306 -0.94434
H -0.43552 10.46066 1.19181
H -1.77625 9.46167 0.73017
H -0.07604 8.75886 1.00887
H -0.41904 7.61647 -0.89095
H -1.63651 8.28640 -1.78507
H 0.07754 7.17352 -3.20029
H -0.54503 8.64160 -3.77501
H 1.82126 8.44118 -3.92493
H 2.01762 7.94765 -2.19097
H 3.82683 9.25975 -2.81184
H 3.28278 9.60602 -1.16925
H 3.73525 10.91035 -2.16939
H 0.79313 10.55672 -4.44328
H 2.30588 11.28498 -4.18243
H 0.97312 11.91129 -3.26123
H 1.83202 11.06375 0.10032
C 4.79344 -7.50580 -7.63514
C 4.92410 -6.54866 -8.93575
C 6.14488 -7.00925 -9.81396
C 3.66317 -6.83391 -9.72348
C 2.43643 -5.98881 -9.43579
C 2.85933 -4.56523 -9.30706
C 3.89496 -4.30346 -8.23475
C 4.16468 -2.79958 -8.30103
C 3.29660 -4.62176 -6.90858
N 5.04109 -5.07919 -8.60648
O 6.15245 -4.71270 -7.85481
H 5.50350 -7.22079 -6.85881
H 3.86127 -7.49860 -7.07025
H 4.94898 -8.54965 -7.90771
H 6.19859 -6.37931 -10.70187
H 7.11819 -6.80455 -9.36803
H 6.15698 -8.08470 -9.99106
H 3.89449 -6.97206 -10.77965
H 3.30423 -7.82696 -9.45305
H 1.67069 -6.13185 -10.19820
H 1.85397 -6.33379 -8.58149
H 1.92967 -4.04549 -9.07529
H 3.16798 -4.19325 -10.28402
H 3.32436 -2.26637 -7.85645
H 4.26009 -2.41155 -9.31515
H 5.05592 -2.49063 -7.75481
H 2.49202 -3.94598 -6.61863
H 4.12407 -4.42505 -6.22690
H 3.02528 -5.66386 -6.73976
H 6.68740 -4.29427 -8.53328
C -3.10250 2.74036 -7.85970
C -2.71741 3.00231 -9.34343
C -1.86041 4.29999 -9.41843
C -1.89122 1.76222 -9.79869
C -2.72123 0.51026 -10.21166
C -3.92226 0.88033 -10.99959
C -4.79277 1.99734 -10.42768
C -5.89532 2.30252 -11.51159
C -5.69989 1.45347 -9.20819
N -3.90990 3.21349 -10.23711
O -4.70370 4.22716 -9.79887
H -3.98310 3.31168 -7.56605
H -3.27743 1.68154 -7.66888
H -2.31328 3.20641 -7.26975
H -1.41783 4.47764 -10.39857
H -2.34209 5.23669 -9.13795
H -0.91153 4.24703 -8.88465
H -1.23800 2.05390 -10.62107
H -1.31607 1.38355 -8.95374
H -2.18453 -0.28743 -10.72523
H -3.08948 0.01330 -9.31415
H -4.54239 -0.00107 -11.16287
H -3.59706 1.07927 -12.02075
H -5.49742 2.75155 -12.42162
H -6.69630 2.97323 -11.20071
H -6.29678 1.43254 -12.03127
H -5.18489 1.20248 -8.28089
H -6.15088 0.50782 -9.50891
H -6.40584 2.25470 -8.98965
H -4.41603 4.99706 -10.29496
O -6.64815 -4.46363 -1.66486
C -5.98185 -4.06973 -2.63293
C -5.13975 -2.82793 -2.61391
C -4.86783 -2.71473 -4.13504
C -4.88125 -4.13532 -4.65873
O -5.90232 -4.73526 -3.85077
H -5.78732 -2.02746 -2.25609
H -4.29451 -3.08934 -1.97726
H -5.65648 -2.22711 -4.70807
H -3.94225 -2.30944 -4.54388
H -5.06539 -4.12452 -5.73301
H -3.94976 -4.68128 -4.50924
O 2.85431 4.99294 1.77782
C 3.96935 5.44197 1.96958
C 4.44231 6.49988 2.95458
C 5.93920 6.20351 3.17283
C 6.28291 5.62321 1.82973
O 5.11075 4.94795 1.40395
H 4.37437 7.43824 2.40414
H 3.81897 6.56201 3.84659
H 6.55173 7.07859 3.38999
H 6.03661 5.44594 3.95045
H 6.64582 6.36900 1.12249
H 7.12599 4.94410 1.95669
O 7.19884 3.24502 -4.29530
C 6.73370 2.19724 -3.77247
C 5.22932 1.87221 -3.73950
C 5.27064 0.64975 -2.82829
C 6.67792 0.02547 -2.90962
O 7.52531 1.14395 -3.23876
H 4.61897 2.65222 -3.28435
H 4.72441 1.59954 -4.66622
H 5.15358 1.02103 -1.81018
H 4.62395 -0.21772 -2.96013
H 6.97829 -0.57023 -2.04764
H 6.52040 -0.64694 -3.75292
O -0.11441 -2.13941 -1.45769
C -0.36523 -1.01358 -0.94519
C -0.31198 -0.65778 0.51716
C -1.22997 0.53686 0.45560
C -0.94830 1.20327 -0.88686
O -0.76750 0.04701 -1.69378
H -0.65933 -1.46178 1.16603
H 0.72727 -0.39476 0.71438
H -2.28972 0.31553 0.58226
H -1.16518 1.31731 1.21375
H -1.80962 1.71777 -1.31290
H -0.08033 1.85598 -0.98006
O 3.02387 -7.95085 0.34264
C 4.01432 -7.52121 -0.25521
C 4.15278 -6.24603 -1.01255
C 5.64465 -6.09163 -1.27601
C 6.10392 -7.49417 -1.19290
O 5.11350 -8.20477 -0.39836
H 3.55361 -6.30408 -1.92126
H 3.88422 -5.50724 -0.25745
H 5.83250 -5.63945 -2.24984
H 5.97960 -5.47904 -0.43898
H 6.25077 -7.86447 -2.20750
H 7.01190 -7.52836 -0.59082
*
```

Löwdin population analysis, charges in e, atoms 1 to 2:
1 C -0.038
2 C -0.464

Q: Which formula does entry 6 have?
A: C83H163N7O17